Entry 1:
A cluster of 7 separate species, C40H73BrClN3O9S2 in total at a distorted geometry, computed with ωB97M-V/def2-TZVPD.

Summary:
**Gap between HOMO and LUMO**: 8.456 eV
**HOMO**: -8.17 eV
**SMILES string**: CCCCN(CCCC[C@]1(C[C@@H](C)Br)NC(=O)[C@@](Cl)(COC)[C@H]1OC#N)C(=S)SCCC.CC(C)=O.CC(C)=O.CC(C)=O.CC(C)=O.CC(C)=O.CC(C)=O

Geometry as ORCA input:
```
! wB97M-V def2-TZVPD RIJCOSX def2/J DEFGRID3
* xyz 0 1
C 0.5655 1.6185 2.5096
C 0.4172 2.5754 1.2316
C -0.5888 1.8915 0.1772
C 0.2707 1.0957 -0.9385
N -0.1794 -0.3234 -0.8941
C -1.1546 -0.6722 -1.9696
C -2.6112 -0.7003 -1.3361
C -3.1870 -2.1902 -1.1581
C -4.2447 -2.2030 0.0250
C -5.6942 -2.7228 -0.4246
C -5.7268 -4.0506 -1.2799
C -5.7781 -5.4136 -0.4594
C -4.9101 -6.4903 -1.2743
Br -4.9926 -5.3359 1.3506
N -6.0660 -1.6222 -1.4092
C -6.7438 -0.5229 -0.7322
O -6.9994 0.5580 -1.2344
C -7.0889 -0.9380 0.7945
Cl -6.1285 -0.0708 2.1062
C -8.5906 -0.4307 1.0670
O -8.5396 0.8858 1.6293
C -9.4311 1.0147 2.7531
C -6.8145 -2.4863 0.6813
O -7.9046 -3.4286 0.8064
C -8.7543 -3.3709 -0.2586
N -9.4730 -3.0307 -1.1227
C 0.9146 -1.2572 -0.8310
S 2.3705 -1.1430 -1.6181
S 0.5772 -2.7262 0.2252
C 1.8794 -3.9814 -0.1002
C 3.1174 -3.7556 0.8654
C 2.7619 -3.7105 2.4062
H 1.0145 2.1464 3.3970
H -0.4707 1.2569 2.7890
H 1.2325 0.7383 2.2536
H 1.4265 2.8025 0.7874
H 0.0019 3.5618 1.6067
H -1.2292 1.1971 0.7884
H -1.1889 2.7369 -0.2605
H -0.0063 1.5924 -1.9199
H 1.3422 1.2514 -0.6535
H -1.1262 0.0126 -2.8619
H -0.8558 -1.7030 -2.3450
H -3.3393 -0.1638 -2.0080
H -2.5829 -0.1901 -0.3337
H -2.3210 -2.8382 -0.8343
H -3.6088 -2.4692 -2.1628
H -4.3591 -1.1276 0.3661
H -3.8329 -2.7654 0.9060
H -6.6925 -4.0145 -1.8827
H -4.8957 -4.1203 -2.0300
H -6.8291 -5.8342 -0.4560
H -5.5002 -6.9977 -2.0865
H -4.5193 -7.2974 -0.5803
H -3.9779 -6.0179 -1.7190
H -6.6159 -1.9148 -2.2231
H -9.2142 -1.1552 1.6628
H -9.0895 -0.3268 0.0531
H -9.3200 2.0620 3.1615
H -9.1369 0.3118 3.5854
H -10.4826 0.8075 2.3842
H -6.2270 -2.7014 1.6322
H 1.4727 -5.0393 -0.0402
H 2.2802 -3.8885 -1.1602
H 3.8116 -4.6373 0.7145
H 3.6232 -2.8021 0.5532
H 1.9034 -3.0361 2.6727
H 3.6688 -3.2890 2.9425
H 2.5796 -4.7499 2.7960
C 4.4798 2.8102 -5.1907
C 3.3740 1.9532 -4.6309
C 3.1874 0.5840 -5.2346
O 2.6614 2.3493 -3.7297
H 4.4996 3.7652 -4.6649
H 5.4424 2.3144 -5.0511
H 4.3042 2.9982 -6.2518
H 4.0931 -0.0102 -5.0972
H 2.9544 0.6760 -6.2975
H 2.3585 0.0793 -4.7358
C -3.2236 -10.4960 1.7884
C -3.2939 -10.2047 0.3118
C -3.2835 -11.3833 -0.6270
O -3.3564 -9.0652 -0.1049
H -3.2396 -9.5568 2.3432
H -4.0838 -11.0967 2.0907
H -2.2967 -11.0244 2.0198
H -4.1463 -12.0230 -0.4309
H -2.3593 -11.9508 -0.5017
H -3.3387 -11.0262 -1.6563
C 4.9000 -0.0571 4.7313
C 5.4940 -1.4166 4.9961
C 6.7974 -1.4669 5.7513
O 4.9442 -2.4313 4.6160
H 3.9652 -0.1718 4.1807
H 4.6904 0.4486 5.6760
H 5.5894 0.5399 4.1311
H 6.6714 -1.0237 6.7411
H 7.5702 -0.9318 5.1959
H 7.1068 -2.5063 5.8696
C 7.5276 4.0583 -2.4411
C 7.4686 5.2163 -3.4053
C 7.9556 6.5532 -2.9116
O 7.0441 5.0748 -4.5357
H 7.1460 3.1602 -2.9295
H 8.5609 3.8798 -2.1369
H 6.9099 4.2706 -1.5662
H 9.0082 6.4836 -2.6283
H 7.3569 6.8758 -2.0582
H 7.8559 7.2896 -3.7057
C 4.9888 9.9574 -2.5358
C 6.1427 9.9444 -3.5051
C 5.9771 10.7184 -4.7871
O 7.1650 9.3341 -3.2624
H 5.2460 9.3609 -1.6593
H 4.7833 10.9807 -2.2154
H 4.1029 9.5260 -3.0060
H 5.8150 11.7752 -4.5655
H 5.1344 10.3205 -5.3560
H 6.8825 10.6210 -5.3875
C 2.2013 5.7415 3.5809
C 1.9643 5.0623 4.9054
C 0.8668 5.6142 5.7785
O 2.6308 4.1089 5.2548
H 3.0178 5.2405 3.0591
H 1.3015 5.6796 2.9654
H 2.4769 6.7859 3.7414
H -0.0912 5.5474 5.2589
H 1.0827 6.6531 6.0360
H 0.8083 5.0301 6.6979
*
```



Entry 2:
A structure of composition C4H11CaO3 at a distorted geometry, computed with ωB97M-V/def2-TZVPD.

Summary:
**Energy above the lowest of the compared OMol25 structures with the same formula, charge and spin**: 0.0 kJ/mol
**Gap between HOMO and LUMO**: 3.610 eV
**HOMO**: -0.60 eV

Geometry as ORCA input:
```
! wB97M-V def2-TZVPD RIJCOSX def2/J DEFGRID3
* xyz -1 1
C -1.3410 -1.9459 0.9001
H -1.8064 -2.7021 0.2560
H -1.5078 -2.2364 1.9515
H -1.8098 -0.9580 0.7618
O -1.1599 0.4395 -3.6247
Ca -0.2285 0.9735 -5.3354
H -1.7371 1.0134 -3.0724
O 0.0674 -1.9517 0.6089
C 0.8715 1.9575 -0.4698
O 1.1862 0.6526 -0.0597
C 0.7337 0.3325 1.2294
C 0.8669 -1.1599 1.4572
H 1.0030 1.9992 -1.5585
H -0.1867 2.2188 -0.2941
H 1.4768 2.6856 0.0980
H -0.3133 0.6529 1.3830
H 1.3463 0.8625 1.9828
H 0.6315 -1.3731 2.5148
H 1.9070 -1.4611 1.2711
*
```